A 2-piece molecular cluster, H3N4P overall, computed with ωB97M-V/def2-TZVPD.

The value obtained for the molecular weight is 90.03 Da. The HOMO energy is -0.2803 Ha. The value obtained for the LUMO energy is 0.1 eV. For the total energy, the calculation gives -561.9877 a.u.

Geometry as ORCA input:
```
! wB97M-V def2-TZVPD RIJCOSX def2/J DEFGRID3
* xyz 0 1
N 2.568 -1.272 0.079
N 2.562 -0.066 0.043
N -0.291 1.432 -0.289
N -0.758 0.667 -1.105
P 2.726 1.396 0.215
H 2.104 -1.775 -0.778
H -0.245 -0.153 -1.432
H -1.786 0.803 -1.566
*
```


A 2-piece molecular cluster, C4H9O2 overall, computed with ωB97M-V/def2-TZVPD.

The value obtained for the molecular weight is 89.11 Da. The HOMO energy is -0.1427 Ha. The value obtained for the LUMO energy is 4.1 eV. For the total energy, the calculation gives -308.3346 a.u.

Geometry as ORCA input:
```
! wB97M-V def2-TZVPD RIJCOSX def2/J DEFGRID3
* xyz -1 1
C -0.248 -0.926 -1.294
C 1.070 -1.556 -0.825
H -1.082 -1.455 -0.831
H -0.281 0.071 -0.875
H -0.356 -0.857 -2.378
H 1.792 -0.764 -0.604
H 1.541 -2.249 -1.524
H 0.933 -2.006 0.156
C -0.463 1.923 0.777
C -0.486 0.650 1.673
O -1.610 0.268 2.055
O 0.633 0.146 1.928
H -1.282 2.578 1.086
H -0.639 1.724 -0.276
H 0.479 2.452 0.933
*
```


A 2-piece molecular cluster, C3H10NO overall, computed with ωB97M-V/def2-TZVPD.

The value obtained for the molecular weight is 76.12 Da. The HOMO energy is -0.0890 Ha. The value obtained for the LUMO energy is 4.5 eV. For the total energy, the calculation gives -250.2374 a.u.

Geometry as ORCA input:
```
! wB97M-V def2-TZVPD RIJCOSX def2/J DEFGRID3
* xyz -1 1
C 2.146 0.463 0.970
O 0.828 0.835 0.898
H 2.388 -0.366 0.237
H 2.848 1.281 0.700
H 2.427 0.039 1.926
C -1.675 -0.415 0.447
N -1.175 -0.934 -0.824
C -0.253 0.006 -1.469
H -0.825 -0.025 1.049
H -2.449 0.398 0.318
H -2.143 -1.263 1.021
H -1.919 -1.200 -1.466
H -0.767 0.857 -1.944
H 0.266 -0.524 -2.269
H 0.471 0.340 -0.677
*
```


One molecule with the formula C2H4NOP, computed with ωB97M-V/def2-TZVPD.

The value obtained for the molecular weight is 89.03 Da. The HOMO energy (alpha / beta) is -0.3495 / -0.3495 Ha. The value obtained for the LUMO energy (alpha / beta) is -0.5 / -0.6 eV. For the total energy, the calculation gives -549.8615 a.u.

Geometry as ORCA input:
```
! wB97M-V def2-TZVPD RIJCOSX def2/J DEFGRID3
* xyz 0 1
C -1.689 -0.764 0.107
P -0.624 0.536 0.074
N 0.857 1.060 -0.187
C 1.897 0.262 -0.275
O 1.940 -0.874 0.107
H -2.823 -0.672 0.099
H -1.384 -1.801 -0.260
H -1.057 1.520 0.933
H 2.884 0.733 -0.599
*
```


A 3-piece molecular cluster, C21H51N6O8P2S overall, computed with ωB97M-V/def2-TZVPD.

The value obtained for the molecular weight is 609.69 Da. The HOMO energy is -0.4075 Ha. The value obtained for the LUMO energy is -6.4 eV. For the total energy, the calculation gives -2841.4687 a.u.

Geometry as ORCA input:
```
! wB97M-V def2-TZVPD RIJCOSX def2/J DEFGRID3
* xyz 1 1
N 3.060 -2.721 3.603
C 1.695 -2.588 3.838
N 0.843 -3.807 3.525
N 1.121 -1.281 4.348
C 1.087 -0.250 3.236
C -0.011 0.931 3.579
C -1.136 1.160 2.406
C -1.926 -0.204 1.934
C -3.111 -0.480 3.057
C -4.199 -1.609 2.584
C -5.386 -1.940 3.660
S -7.027 -1.083 3.186
N -5.031 -1.735 5.112
C -3.726 -1.006 5.319
N -3.619 -0.215 6.468
N -2.531 -0.991 4.393
H 3.563 -1.826 3.826
H 0.092 -3.861 4.270
H 0.382 -3.723 2.592
H 0.171 -1.425 4.771
H 2.140 0.264 3.197
H 0.886 -0.818 2.226
H -0.544 0.741 4.616
H 0.586 1.955 3.717
H -1.966 1.874 2.880
H -0.726 1.766 1.465
H -1.231 -1.134 1.755
H -2.460 0.019 0.890
H -3.646 0.545 3.335
H -3.599 -2.567 2.261
H -4.722 -1.179 1.601
H -5.627 -3.103 3.541
H -8.069 -1.809 3.841
H -5.104 -2.613 5.671
H -3.298 -0.602 7.396
H -3.817 0.818 6.301
H -2.312 -2.019 4.227
O 5.521 -1.464 -1.524
P 4.049 -1.652 -1.083
O 4.004 -3.262 -1.467
C 4.571 -4.158 -0.525
C 3.757 -4.221 0.755
O 3.464 -1.034 -2.514
C 4.247 -0.191 -3.351
C 4.970 -1.011 -4.408
O 2.404 -1.863 -0.590
C 1.282 -1.695 -1.448
C 1.148 -2.783 -2.501
H 5.604 -3.865 -0.311
H 4.597 -5.149 -0.989
H 3.783 -3.263 1.284
H 4.150 -4.989 1.428
H 2.708 -4.444 0.539
H 4.933 0.427 -2.765
H 3.556 0.503 -3.848
H 5.552 -1.828 -3.966
H 5.643 -0.379 -4.994
H 4.248 -1.478 -5.085
H 1.279 -0.692 -1.887
H 0.396 -1.737 -0.804
H 2.006 -2.819 -3.178
H 0.251 -2.616 -3.109
H 1.075 -3.770 -2.029
O -0.229 3.060 -1.203
P -1.089 2.922 -2.483
O 0.201 3.016 -3.518
C 0.957 1.830 -3.701
C 0.167 0.766 -4.442
O -1.513 4.532 -2.461
C -1.450 5.315 -1.275
C -0.110 6.028 -1.177
O -2.050 2.768 -3.914
C -2.613 3.864 -4.624
C -1.586 4.711 -5.356
H 1.296 1.453 -2.731
H 1.846 2.095 -4.283
H -0.683 0.422 -3.846
H 0.796 -0.100 -4.664
H -0.234 1.162 -5.380
H -1.665 4.713 -0.387
H -2.250 6.065 -1.339
H 0.732 5.334 -1.271
H -0.023 6.557 -0.224
H -0.006 6.752 -1.991
H -3.250 4.464 -3.965
H -3.288 3.430 -5.370
H -0.860 5.170 -4.679
H -2.082 5.519 -5.907
H -1.016 4.100 -6.065
*
```


A 2-piece molecular cluster, H3O6 overall, computed with ωB97M-V/def2-TZVPD.

The value obtained for the molecular weight is 99.02 Da. The HOMO energy (alpha / beta) is -0.6153 / -0.6097 Ha. The value obtained for the LUMO energy (alpha / beta) is -6.8 / -9.2 eV. For the total energy, the calculation gives -452.3692 a.u.

Geometry as ORCA input:
```
! wB97M-V def2-TZVPD RIJCOSX def2/J DEFGRID3
* xyz 1 1
O 1.786 1.040 -0.109
O -0.270 -1.546 0.649
O -1.246 0.358 -0.050
O 2.386 0.921 1.023
O 0.590 -0.337 -1.097
O -0.532 -0.693 -0.510
H 2.319 0.587 -0.805
H -0.986 -2.164 0.807
H -0.597 1.123 -0.297
*
```


C6H14HfIOP as an isolated structure, computed with ωB97M-V/def2-TZVPD.

The value obtained for the molecular weight is 438.54 Da. The HOMO energy is -0.8581 Ha. The value obtained for the LUMO energy is -18.9 eV. For the total energy, the calculation gives -997.1195 a.u.

Geometry as ORCA input:
```
! wB97M-V def2-TZVPD RIJCOSX def2/J DEFGRID3
* xyz 4 1
C -2.030 -1.375 0.068
C -1.393 -1.084 -1.327
C -1.902 0.216 -1.904
C 0.019 -1.304 -1.437
P 1.043 -0.134 0.233
C 2.070 0.806 1.709
C 2.167 2.293 1.305
O 2.958 2.589 0.486
I 0.913 3.703 2.347
H -1.761 -0.501 0.683
H -1.635 -2.289 0.510
H -3.116 -1.417 0.042
H -1.794 -1.976 -1.951
H -1.319 1.094 -1.588
H -2.944 0.376 -1.646
H -1.841 0.220 -2.999
H 0.334 -2.347 -1.283
H 0.514 -0.922 -2.343
H 0.215 0.946 -0.133
H 0.589 -1.173 1.058
H 2.224 -0.366 -0.491
H 1.433 0.702 2.633
H 3.084 0.390 1.793
Hf 2.173 1.551 4.237
*
```


C50H111ClF18N6O6P3Zn as an isolated structure, computed with ωB97M-V/def2-TZVPD.

The value obtained for the molecular weight is 1428.20 Da. The HOMO energy (alpha / beta) is -0.2086 / -0.4396 Ha. Its expectation value of S² is 0.7507. The value obtained for the LUMO energy (alpha / beta) is -3.4 / -3.4 eV. For the total energy, the calculation gives -7812.4755 a.u.

Geometry as ORCA input:
```
! wB97M-V def2-TZVPD RIJCOSX def2/J DEFGRID3
* xyz 2 2
Zn -1.721 2.319 -1.960
C -2.157 5.938 -0.619
C -2.201 4.485 -0.992
O -2.485 4.154 -2.125
O -1.731 3.572 -0.293
H -1.140 6.329 -0.594
H -2.717 6.032 0.311
H -2.711 6.588 -1.297
Cl 0.553 0.004 -0.208
O 1.613 0.643 0.338
O 0.936 -0.993 -1.188
O -0.173 -0.609 0.816
O -0.282 1.029 -0.787
C 4.348 7.749 -3.472
C 4.036 7.178 -2.083
C 4.654 5.775 -1.875
N 4.598 5.408 -0.411
C 5.221 6.388 0.606
C 5.402 4.101 -0.292
C 4.392 2.970 -0.607
C 2.997 3.487 -0.095
C 3.178 5.022 0.115
H 5.413 7.742 -3.703
H 3.978 8.751 -3.693
H 3.933 7.064 -4.212
H 2.967 7.248 -1.882
H 4.418 7.881 -1.343
H 5.736 5.906 -1.910
H 4.266 4.981 -2.513
H 4.461 7.161 0.719
H 6.196 6.797 0.339
H 5.160 5.936 1.596
H 5.615 3.999 0.772
H 6.310 4.089 -0.895
H 4.625 2.124 0.039
H 4.396 2.720 -1.668
H 2.800 3.029 0.875
H 2.178 3.199 -0.755
H 3.014 5.226 1.173
H 2.534 5.566 -0.576
C 3.885 0.430 -3.237
C 2.962 -0.427 -4.092
C 3.651 -1.307 -5.269
N 2.589 -2.169 -5.957
C 1.584 -1.315 -6.830
C 1.720 -3.015 -5.038
C 1.173 -4.246 -5.890
C 2.259 -4.447 -6.989
C 3.225 -3.219 -6.848
H 4.600 -0.322 -2.903
H 3.408 0.892 -2.373
H 4.428 1.290 -3.629
H 2.240 0.254 -4.542
H 2.290 -1.006 -3.457
H 4.343 -2.001 -4.792
H 4.385 -0.844 -5.928
H 0.976 -0.900 -6.026
H 0.934 -1.754 -7.587
H 2.203 -0.502 -7.211
H 0.945 -2.435 -4.536
H 2.386 -3.356 -4.245
H 0.186 -4.016 -6.290
H 1.043 -5.122 -5.254
H 1.857 -4.482 -8.002
H 2.742 -5.409 -6.819
H 3.602 -2.809 -7.785
H 4.091 -3.531 -6.264
C 1.008 1.592 7.063
C 0.132 1.810 5.823
C 0.327 3.133 5.081
N -0.556 3.368 3.844
C 0.060 4.635 3.150
C -2.067 3.600 4.174
C -2.844 2.684 3.268
C -1.959 1.512 3.053
C -0.615 2.193 2.905
H 2.041 1.937 7.016
H 1.123 0.574 7.433
H 0.564 2.025 7.959
H -0.857 1.940 6.262
H 0.121 0.925 5.186
H 1.297 3.034 4.594
H 0.251 4.009 5.726
H -0.653 4.926 2.378
H 0.954 4.516 2.538
H 0.179 5.438 3.877
H -2.267 4.672 4.171
H -2.303 3.249 5.179
H -3.038 3.107 2.282
H -3.764 2.415 3.787
H -2.206 0.884 2.197
H -2.075 0.764 3.837
H -0.429 2.514 1.880
H 0.218 1.496 2.986
C 4.180 -6.120 4.773
C 3.272 -5.162 3.919
C 4.079 -3.868 3.421
N 3.199 -2.724 2.833
C 2.081 -2.196 3.763
C 2.592 -3.130 1.430
C 3.744 -2.955 0.427
C 4.373 -1.622 0.880
C 4.047 -1.448 2.426
H 3.890 -7.154 4.591
H 4.300 -5.940 5.842
H 5.194 -6.111 4.373
H 2.432 -4.887 4.556
H 2.927 -5.676 3.022
H 4.905 -4.118 2.756
H 4.515 -3.469 4.337
H 2.407 -1.694 4.674
H 1.348 -2.945 4.063
H 1.475 -1.425 3.285
H 1.814 -2.471 1.044
H 2.165 -4.128 1.524
H 3.391 -2.869 -0.600
H 4.362 -3.838 0.592
H 4.013 -0.759 0.320
H 5.447 -1.585 0.701
H 3.498 -0.514 2.552
H 4.767 -1.421 3.244
C -2.115 -2.301 3.202
C -3.578 -2.576 3.122
C -4.370 -2.011 4.338
N -5.903 -1.837 4.072
C -6.382 -3.041 3.194
C -6.270 -0.392 3.712
C -6.233 0.266 5.081
C -6.821 -0.731 6.017
C -6.708 -2.066 5.343
H -1.498 -2.949 2.580
H -1.664 -2.406 4.188
H -1.904 -1.273 2.909
H -3.678 -3.660 3.055
H -3.943 -2.254 2.147
H -3.962 -1.062 4.685
H -4.351 -2.855 5.028
H -7.430 -2.833 2.979
H -6.371 -3.999 3.713
H -5.882 -3.056 2.225
H -7.221 -0.409 3.180
H -5.563 0.035 3.000
H -6.843 1.155 4.923
H -5.241 0.684 5.250
H -7.861 -0.475 6.217
H -6.242 -0.630 6.935
H -7.722 -2.429 5.172
H -6.232 -2.841 5.944
C 0.850 -4.792 -1.749
C -0.600 -4.435 -1.259
C -1.392 -3.716 -2.407
N -2.928 -3.566 -2.093
C -3.127 -2.661 -0.901
C -3.728 -4.917 -1.977
C -4.825 -4.915 -3.128
C -5.026 -3.486 -3.428
C -3.633 -2.887 -3.362
H 0.944 -5.496 -2.576
H 1.285 -5.328 -0.905
H 1.441 -3.973 -2.160
H -0.584 -3.776 -0.391
H -1.055 -5.384 -0.976
H -1.449 -4.413 -3.244
H -0.968 -2.738 -2.636
H -2.533 -1.772 -1.111
H -2.788 -3.120 0.028
H -4.186 -2.458 -0.747
H -4.041 -5.058 -0.942
H -2.992 -5.717 -2.052
H -5.776 -5.397 -2.903
H -4.524 -5.542 -3.967
H -5.753 -3.042 -2.747
H -5.369 -3.290 -4.444
H -3.523 -1.816 -3.191
H -3.060 -3.118 -4.260
P 1.112 4.050 -3.675
F 1.222 5.149 -2.433
F 2.408 3.254 -3.132
F 0.106 3.159 -2.701
F 1.050 2.982 -4.862
F -0.177 4.848 -4.285
F 2.128 5.028 -4.451
P -1.904 0.454 -4.622
F -1.662 -1.190 -5.111
F -3.509 0.349 -4.383
F -1.544 0.080 -3.096
F -1.992 2.030 -4.102
F -0.343 0.677 -4.909
F -2.414 0.876 -6.122
P -4.639 0.968 -0.693
F -4.865 1.880 -1.961
F -3.145 1.064 -1.166
F -4.414 2.362 0.074
F -4.307 0.073 0.692
F -6.242 1.138 -0.429
F -4.912 -0.414 -1.576
*
```


A 3-piece molecular cluster, C35H69BIN7O7P overall, computed with ωB97M-V/def2-TZVPD.

The value obtained for the molecular weight is 868.67 Da. The HOMO energy (alpha / beta) is -0.3609 / -0.3855 Ha. Its expectation value of S² is 2.0086. The value obtained for the LUMO energy (alpha / beta) is -4.1 / -4.1 eV. For the total energy, the calculation gives -2948.5014 a.u.

Geometry as ORCA input:
```
! wB97M-V def2-TZVPD RIJCOSX def2/J DEFGRID3
* xyz 1 3
C -3.040 -1.975 -1.202
C -2.156 -2.650 -0.060
C -2.224 -1.759 1.246
O -1.027 -1.795 2.055
C -1.154 -2.680 3.145
C 0.124 -3.263 3.852
C 1.067 -2.136 4.451
C 2.244 -1.705 3.452
C 2.037 -0.258 2.807
C 1.972 -0.403 1.213
N 1.255 0.832 0.719
C 1.092 0.606 -0.728
N 1.896 1.037 -1.654
N -0.063 -0.229 -1.173
C -0.615 -4.236 4.867
C -1.094 -5.659 4.378
B -0.069 -6.427 3.396
O -0.591 -6.938 2.154
O 1.299 -6.653 3.653
P 0.135 -4.482 6.632
O 0.154 -2.940 7.390
I 2.491 -5.120 6.475
C -1.820 -3.237 5.230
N -2.622 -3.180 6.432
C -3.511 -4.099 6.387
O -4.526 -4.719 6.332
N -2.079 -2.359 4.276
C -3.119 -1.316 4.440
C -2.553 -0.183 5.416
C -1.515 0.784 4.695
H -4.112 -2.256 -0.974
H -2.763 -2.314 -2.240
H -2.937 -0.853 -1.141
H -2.679 -3.625 0.185
H -1.119 -2.917 -0.387
H -2.442 -0.691 0.938
H -3.150 -2.089 1.810
H -1.644 -3.589 2.664
H 0.720 -3.682 2.998
H 0.484 -1.189 4.670
H 1.568 -2.430 5.407
H 3.187 -1.629 4.073
H 2.459 -2.485 2.669
H 2.950 0.367 3.026
H 1.109 0.261 3.165
H 1.424 -1.348 0.906
H 3.015 -0.399 0.805
H 0.328 0.762 1.161
H 1.503 0.671 -2.532
H -0.847 0.082 -0.593
H 0.216 -1.188 -0.951
H -2.098 -5.654 3.864
H -1.224 -6.318 5.294
H -0.176 -6.437 1.423
H 1.569 -7.561 3.428
H 1.090 -2.710 7.553
H -3.391 -0.787 3.493
H -4.079 -1.761 4.837
H -3.418 0.412 5.829
H -2.028 -0.625 6.310
H -0.563 0.794 5.300
H -1.906 1.841 4.715
H -1.275 0.464 3.646
C 3.949 7.359 -0.037
C 2.508 7.287 0.514
C 2.522 6.630 1.907
C 2.773 5.127 1.843
C 1.757 4.457 0.923
C 1.692 5.077 -0.473
N 1.613 6.571 -0.445
O 0.353 6.905 -0.150
C 2.923 4.627 -1.287
C 0.503 4.447 -1.228
C 2.112 8.772 0.671
H 4.574 7.974 0.616
H 4.453 6.398 -0.096
H 3.967 7.814 -1.030
H 1.566 6.806 2.412
H 3.288 7.098 2.533
H 3.793 4.922 1.505
H 2.694 4.698 2.847
H 1.990 3.392 0.839
H 0.771 4.517 1.401
H 3.035 5.221 -2.198
H 2.819 3.584 -1.597
H 3.857 4.663 -0.731
H -0.448 4.580 -0.706
H 0.649 3.371 -1.331
H 0.404 4.870 -2.232
H 2.072 9.271 -0.300
H 2.849 9.299 1.282
H 1.148 8.901 1.165
C -2.171 0.016 -7.654
C -1.823 -0.379 -6.203
C -0.483 0.262 -5.803
C 0.714 -0.409 -6.468
C 0.712 -1.907 -6.182
C -0.610 -2.601 -6.557
N -1.813 -1.866 -6.052
O -1.939 -2.140 -4.751
C -0.697 -2.758 -8.093
C -0.561 -4.055 -6.041
C -2.950 0.276 -5.375
H -2.282 1.100 -7.736
H -1.412 -0.250 -8.384
H -3.117 -0.434 -7.968
H -0.355 0.209 -4.715
H -0.488 1.325 -6.058
H 0.710 -0.222 -7.545
H 1.639 0.033 -6.086
H 1.541 -2.378 -6.717
H 0.915 -2.054 -5.114
H -1.709 -3.028 -8.405
H -0.033 -3.553 -8.439
H -0.387 -1.871 -8.642
H -0.384 -4.111 -4.965
H 0.256 -4.600 -6.517
H -1.491 -4.584 -6.266
H -3.920 -0.166 -5.616
H -3.011 1.345 -5.594
H -2.788 0.187 -4.299
*
```


C4H6CaO3 as an isolated structure, computed with ωB97M-V/def2-TZVPD.

The value obtained for the molecular weight is 142.17 Da. The HOMO energy is -0.2845 Ha. The value obtained for the LUMO energy is -0.4 eV. For the total energy, the calculation gives -1059.2810 a.u.

Geometry as ORCA input:
```
! wB97M-V def2-TZVPD RIJCOSX def2/J DEFGRID3
* xyz 0 1
H -4.018 -1.711 2.011
O -3.350 -2.368 1.821
C 0.532 -1.186 0.947
O 0.101 -0.983 -0.395
O 1.319 -2.102 1.098
Ca -1.497 -2.114 1.286
C 0.427 0.109 -1.251
C 0.430 1.460 -0.606
C 1.527 2.197 -0.434
H -0.357 0.065 -2.020
H 1.414 -0.134 -1.666
H -0.534 1.813 -0.227
H 1.487 3.162 0.076
H 2.521 1.792 -0.640
*
```